[1]
Density functional theory data (ωB97M-V/def2-TZVPD) for a molecular structure, C33H47AsAuO10PS.

Gap between HOMO and LUMO (alpha / beta)   0.2645 / 0.1667 Eh
Largest force on an atom   0.91 eV Å⁻¹
Multiplicity   3
E_HOMO (alpha / beta)   -8.304 / -8.354 eV

Cartesian coordinates (Å):
Au: -0.70235 -1.07252 -2.42362
C: 2.52028 4.84700 -6.86708
O: 1.41035 4.03714 -6.48013
C: 1.62711 3.05954 -5.59310
C: 2.87064 2.78826 -5.01264
C: 3.02093 1.71356 -4.11794
C: 1.99066 0.90467 -3.73045
C: 2.27483 -0.22226 -2.80790
C: 3.68944 -0.55260 -2.41499
O: 1.41771 -0.92523 -2.29728
C: 0.66452 1.22366 -4.26739
O: -0.39614 0.65573 -3.93032
C: 0.54531 2.28254 -5.23355
H: 2.13924 5.54291 -7.60451
H: 3.31053 4.24300 -7.31594
H: 2.91604 5.40308 -6.01557
H: 3.73054 3.39436 -5.25567
H: 4.00545 1.53630 -3.70644
H: 4.38665 -0.49808 -3.25081
H: 3.68423 -1.55878 -2.00278
H: 4.01811 0.14736 -1.63788
H: -0.43512 2.47357 -5.65238
O: -4.64789 -2.22078 -0.90178
As: -3.24787 -2.85706 -1.83421
O: -3.80376 -3.96776 -2.87967
O: -2.70590 -1.31079 -2.41462
C: -2.31187 -3.63165 -0.31034
C: -3.01368 -3.69258 0.89481
C: -2.44210 -4.29548 2.00430
C: -1.16970 -4.84762 1.93332
C: -0.46440 -4.80725 0.74274
C: -1.03318 -4.20211 -0.37615
S: -0.06925 -4.25238 -1.87142
O: -0.15317 -5.58300 -2.39885
O: 1.25606 -3.76262 -1.53862
O: -0.80393 -3.27186 -2.75259
H: -4.96166 -1.44643 -1.38352
H: -4.00905 -3.27939 0.94547
H: -2.99390 -4.32668 2.93806
H: -0.73079 -5.31969 2.80512
H: 0.52489 -5.24267 0.65838
O: -1.08593 -0.60306 0.00966
P: -0.43350 0.22327 1.09120
C: -0.44150 2.02133 0.70532
C: 0.52078 2.34697 -0.44895
C: 0.41315 3.80368 -0.90964
C: -1.01916 4.14326 -1.31561
C: -1.95713 3.88172 -0.14349
C: -1.87809 2.42135 0.30459
C: 1.31770 -0.27807 1.20013
C: 2.31780 0.54054 2.04569
C: 2.62728 -0.03280 3.43148
C: 2.89684 -1.53444 3.37899
C: 1.69456 -2.26282 2.78146
C: 1.46133 -1.80857 1.34385
C: -1.43516 0.09058 2.59191
C: -0.82214 0.58215 3.90469
C: -1.95179 0.79124 4.92969
C: -3.05278 -0.28336 4.78287
C: -2.48992 -1.57653 4.18938
C: -1.96488 -1.35114 2.75957
H: -0.13725 2.57677 1.60084
H: 0.25775 1.69217 -1.28374
H: 1.55470 2.13175 -0.16301
H: 1.10090 3.97616 -1.74347
H: 0.72503 4.46399 -0.09258
H: -1.31681 3.50771 -2.15931
H: -1.09035 5.18273 -1.64382
H: -2.98643 4.12628 -0.41212
H: -1.67394 4.53328 0.69108
H: -2.20262 1.76723 -0.51217
H: -2.56873 2.26779 1.13342
H: 1.54318 -0.07055 0.14980
H: 1.98359 1.57829 2.14573
H: 3.26170 0.57086 1.48616
H: 1.79198 0.14836 4.10778
H: 3.48654 0.49952 3.84618
H: 3.12017 -1.90588 4.38094
H: 3.77658 -1.73145 2.75452
H: 0.80878 -2.06786 3.39823
H: 1.85528 -3.34278 2.78627
H: 0.59069 -2.29865 0.90748
H: 2.31494 -2.13205 0.73852
H: -2.28578 0.73852 2.35843
H: -0.24359 1.50204 3.78005
H: -0.14226 -0.18536 4.27425
H: -2.38653 1.78635 4.79423
H: -1.53133 0.76210 5.93788
H: -3.85504 0.08255 4.13396
H: -3.50722 -0.48159 5.75538
H: -3.25588 -2.35279 4.17596
H: -1.68365 -1.94339 4.83297
H: -2.75040 -1.52602 2.02573
H: -1.17929 -2.07680 2.53957

=====

[2]
Density functional theory data (ωB97M-V/def2-TZVPD) for a gas-phase ion, C6H6NO2S (charge -1).

Gap between HOMO and LUMO   0.2837 Eh
Total charge   -1
Largest force on an atom   6.39 eV Å⁻¹
Multiplicity   1
SMILES string   N=[S@](=O)([O-])c1ccccc1
E_HOMO   -4.195 eV

Cartesian coordinates (Å):
N: 2.48838 -1.71298 -0.05921
S: 2.22046 -0.15587 -0.05286
O: 2.63545 0.56660 -1.24719
O: 2.62983 0.57327 1.65409
C: 0.39281 0.10570 0.05910
C: -0.18864 1.36181 -0.11342
C: -1.59336 1.49258 -0.14054
C: -2.34352 0.33247 0.12462
C: -1.72664 -0.94593 0.32739
C: -0.37737 -1.04113 0.24560
H: 3.18281 -1.77387 -0.82563
H: 0.48885 2.26398 -0.41535
H: -2.03006 2.35132 -0.38947
H: -3.48629 0.46405 0.06782
H: -2.28709 -1.79317 0.43275
H: -0.00563 -2.08883 0.33231

=====

[3]
Density functional theory data (ωB97M-V/def2-TZVPD) for 3 unconnected molecules or ions with the total composition C3H11NO3S2.

Gap between HOMO and LUMO   0.3367 Eh
Largest force on an atom   5.44 eV Å⁻¹
Multiplicity   1
SMILES string   N[C@H](C=O)CSS.O.O
E_HOMO   -8.897 eV

Cartesian coordinates (Å):
N: -1.17144 1.36965 -0.00008
C: -1.55207 0.11913 0.66228
C: -0.81290 0.17448 1.94353
O: 0.36104 -0.16272 2.02949
C: -1.32426 -1.01357 -0.45102
S: -0.95426 -2.73286 0.24775
S: 0.73663 -3.35858 -0.50061
H: -0.30163 1.56428 -0.60973
H: -1.85788 1.85412 -0.56115
H: -2.71199 0.16364 0.68185
H: -1.32376 0.71476 2.76198
H: -0.48840 -0.62342 -1.03468
H: -2.23566 -1.01470 -1.01887
H: 1.56530 -2.57463 0.18173
O: 2.04450 0.31460 -0.02900
H: 2.77796 0.06420 0.52709
H: 1.26397 0.19301 0.46064
O: 1.75316 1.85500 -2.00494
H: 1.48833 1.55321 -1.18825
H: 2.74335 1.54039 -2.09803